C4H6N2O in the gas phase, computed with ωB97M-V/def2-TZVPD.

Last column: Mulliken charge in e.
Cartesian coordinates (Å):
N  0.773  -1.430  -0.637  -0.396
C  0.476  0.037  -0.977  -0.398
C  -0.998  0.114  -0.983  -0.280
C  -1.582  0.752  0.097  -1.005
C  -0.395  1.041  0.835  0.671
O  -0.348  1.654  2.017  -0.461
N  0.768  0.655  0.289  -0.067
H  1.771  -1.613  -0.536  0.329
H  0.390  -2.056  -1.344  0.313
H  -1.557  -0.332  -1.813  0.369
H  0.312  -1.637  0.270  0.373
H  -1.286  1.815  2.215  0.363
H  1.676  1.000  0.567  0.191

Computed properties:
- calculated total energy (a.u.) = -340.6023
- LUMO (eV) = -0.01
- energy relative to the best compared isomer or geometry (same formula, charge and spin) (kJ/mol) = 505.58
- gap between HOMO and LUMO (eV) = 7.1
- net charge = 0
- highest occupied orbital energy (eV) = -7.101